Record 1
A structure of composition C40H56FLiN5O8S2Si. Source: OMol25; level of theory: ωB97M-V with the def2-TZVPD basis set.

## Properties
- orbital gap (eV) = 4.17
- molecular weight (g mol⁻¹) = 853.07
- total charge = -1
- energy relative to the best compared isomer or geometry (same formula, charge and spin) (kJ/mol) = 208.6

CARTESIAN COORDINATES (ANGSTROEM)
Li1 -2.2021 0.7225 2.4187
C1 5.2100 0.0762 2.0571
C2 4.3673 -0.6991 3.0581
N1 2.9506 -0.7286 2.7241
C3 2.1413 0.2734 3.2043
C4 0.8438 0.4801 2.8928
C5 0.1851 1.7632 3.4465
O1 0.9629 2.5705 3.9671
O2 -1.0497 1.8557 3.2854
C6 0.1912 -0.4791 2.0258
O3 -0.9694 -0.4666 1.6367
C7 1.0964 -1.4991 1.4360
C8 0.5625 -2.3169 0.4498
C9 1.3851 -3.1387 -0.2647
F1 0.8448 -3.8617 -1.3022
C10 2.7562 -3.2043 -0.0149
C11 3.2665 -2.4688 1.0460
C12 2.4552 -1.5770 1.7607
N2 3.6883 -3.8939 -0.8534
C13 4.6551 -3.0164 -1.4874
C14 4.1080 -2.4194 -2.7733
N3 3.8084 -3.5709 -3.7026
C15 2.7943 -4.5102 -3.0982
C16 3.2819 -4.9704 -1.7224
H1 6.2557 0.0891 2.3666
H2 4.8598 1.1037 1.9845
H3 5.1498 -0.3609 1.0594
H4 4.4452 -0.2407 4.0445
H5 4.7239 -1.7270 3.1666
H6 2.6159 0.9974 3.8564
H7 -0.4880 -2.2141 0.2163
H8 4.3217 -2.5507 1.2615
H9 5.5786 -3.5751 -1.6978
H10 4.9116 -2.1981 -0.8184
H11 4.8092 -1.7566 -3.2801
H12 3.1683 -1.8946 -2.5923
H13 4.6803 -4.0808 -3.8700
H14 3.4772 -3.2296 -4.6067
H15 2.6678 -5.3424 -3.7909
H16 1.8698 -3.9429 -3.0245
H17 4.1436 -5.6393 -1.8554
H18 2.4859 -5.5510 -1.2605
C17 -7.1604 -5.0143 6.3478
C18 -6.2138 -3.9070 5.9778
C19 -6.1258 -2.7545 6.7426
C20 -5.2538 -1.7274 6.3954
C21 -4.4550 -1.8512 5.2735
C22 -4.5327 -3.0003 4.4952
C23 -5.4020 -4.0140 4.8480
S1 -3.3749 -0.5169 4.7755
O4 -3.7030 0.5701 5.6744
O5 -2.0449 -1.0777 4.8350
N4 -3.7012 -0.2569 3.2608
C24 -4.7325 0.5625 2.8437
C25 -5.8824 0.8682 3.5909
C26 -6.8463 1.6594 3.0092
C27 -6.6581 2.1471 1.7177
C28 -5.4822 1.8111 1.0737
N5 -4.5460 1.0338 1.6080
H19 -7.9349 -4.6603 7.0275
H20 -6.6347 -5.8339 6.8435
H21 -7.6509 -5.4287 5.4666
H22 -6.7528 -2.6491 7.6211
H23 -5.1894 -0.8227 6.9816
H24 -3.9196 -3.0785 3.6091
H25 -5.4650 -4.9039 4.2324
H26 -5.9872 0.5085 4.6032
H27 -7.7424 1.9083 3.5655
H28 -7.3891 2.7823 1.2359
H29 -5.2632 2.1844 0.0798
C29 0.2642 -0.5293 -5.3129
C30 0.1062 0.9371 -4.9059
C31 -1.1316 1.5276 -5.5777
C32 1.3557 1.7161 -5.3132
O6 -0.0661 0.9228 -3.5083
Si1 0.0527 2.1525 -2.3548
S2 -0.8486 1.7249 -0.6316
O7 1.7286 2.4332 -2.2727
C33 2.6767 1.7801 -1.4639
C34 2.4345 0.2697 -1.4664
C35 2.6171 2.3257 -0.0404
C36 4.0378 2.0788 -2.0925
O8 -0.4172 3.4902 -3.2441
C37 -0.2981 4.8717 -2.9329
C38 0.9335 5.4031 -3.6630
C39 -1.5642 5.5369 -3.4667
C40 -0.1699 5.1282 -1.4357
H30 0.3813 -0.6313 -6.3943
H31 -0.6116 -1.0942 -4.9949
H32 1.1436 -0.9525 -4.8188
H33 -1.0084 1.5545 -6.6642
H34 -1.3027 2.5356 -5.2105
H35 -2.0059 0.9224 -5.3363
H36 1.4803 1.6934 -6.3991
H37 2.2405 1.2819 -4.8440
H38 1.2842 2.7498 -4.9871
H39 1.4741 0.0466 -1.0042
H40 3.2351 -0.2369 -0.9134
H41 2.4103 -0.0969 -2.4973
H42 1.6046 2.2381 0.3501
H43 2.9044 3.3780 -0.0290
H44 3.2982 1.7751 0.6119
H45 4.0521 1.7391 -3.1305
H46 4.8440 1.5817 -1.5435
H47 4.2232 3.1525 -2.0816
H48 0.8077 5.2950 -4.7425
H49 1.8093 4.8309 -3.3570
H50 1.0990 6.4574 -3.4331
H51 -1.6886 5.3020 -4.5247
H52 -1.5152 6.6214 -3.3499
H53 -2.4329 5.1645 -2.9253
H54 0.7568 4.7110 -1.0444
H55 -0.9864 4.6618 -0.8893
H56 -0.1737 6.2046 -1.2494

Löwdin atomic charge list, values in e, 6 entries: atom 1 (Li): 0.565, atom 2 (C): -0.067, atom 3 (C): -0.196, atom 4 (N): -0.036, atom 5 (C): 0.023, atom 6 (C): -0.014

Record 2
A structure of composition C37H25AsN5O4SSn. Source: OMol25; level of theory: ωB97M-V with the def2-TZVPD basis set.

## Properties
- orbital gap (eV) = 6.16
- molecular weight (g mol⁻¹) = 829.34
- total charge = +1
- energy relative to the best compared isomer or geometry (same formula, charge and spin) (kJ/mol) = 170.9

CARTESIAN COORDINATES (ANGSTROEM)
Sn1 -13.9798 14.1139 -10.0192
S1 -11.6835 12.2613 -2.9900
N1 -10.7854 12.7574 -4.2258
C1 -11.6308 13.2718 -5.1258
C2 -11.2740 13.8646 -6.3999
C3 -9.9765 14.1320 -6.8329
C4 -9.7261 14.4866 -8.1462
C5 -10.8321 14.7045 -8.9897
N2 -12.0839 14.5224 -8.5610
C6 -12.3443 14.1006 -7.2519
C7 -13.7184 14.0195 -6.8399
N3 -14.6863 14.3447 -7.7629
C8 -15.8989 14.6577 -7.3475
C9 -16.2976 14.5378 -6.0066
C10 -15.3949 14.0899 -5.0998
C11 -14.0714 13.7916 -5.5044
C12 -12.9782 13.3665 -4.6457
N4 -13.1203 12.7828 -3.4544
H1 -9.1890 13.9902 -6.1045
H2 -8.6568 14.6730 -8.4546
H3 -10.7001 15.0374 -10.0519
H4 -16.5185 15.1242 -8.1397
H5 -17.2897 14.8341 -5.6915
H6 -15.6836 13.8816 -4.0682
O1 -14.3499 16.3537 -10.1023
C13 -14.7602 17.0902 -11.0535
C14 -15.0739 16.7943 -12.4158
C15 -15.5673 17.8640 -13.0927
C16 -15.8655 17.7739 -14.4604
C17 -15.7229 16.6020 -15.1993
C18 -15.1783 15.5132 -14.5495
C19 -14.6832 15.5641 -13.1601
O2 -13.9951 14.6289 -12.6282
N5 -16.4795 18.9252 -15.0113
O3 -16.9374 19.8167 -14.1794
O4 -16.5927 19.0088 -16.2358
H7 -14.9194 18.1625 -10.8330
H8 -15.8404 18.7797 -12.5235
H9 -16.0996 16.6113 -16.2420
H10 -15.1348 14.5739 -15.0548
C20 -12.0916 7.7898 -7.1545
C21 -13.4419 8.0665 -6.9604
C22 -14.1243 8.9421 -7.8147
C23 -13.4854 9.4904 -8.9483
C24 -12.1344 9.1393 -9.2021
C25 -11.4450 8.3268 -8.2609
As1 -14.3232 10.7159 -10.3576
C26 -13.5658 9.8270 -11.8854
C27 -13.1027 10.4807 -13.0251
C28 -12.6655 9.7495 -14.1121
C29 -12.6426 8.3264 -14.1169
C30 -13.1568 7.6990 -12.9853
C31 -13.6751 8.4220 -11.9098
C32 -16.1560 9.8670 -10.4976
C33 -16.6758 9.2025 -11.6060
C34 -17.8262 8.4207 -11.4925
C35 -18.4621 8.2517 -10.2960
C36 -18.0874 9.0505 -9.2131
C37 -16.9632 9.9011 -9.2880
H11 -11.5277 7.0490 -6.5668
H12 -13.9973 7.6876 -6.0817
H13 -15.1366 9.2392 -7.5782
H14 -11.5933 9.4861 -10.1119
H15 -10.3670 8.2125 -8.3435
H16 -13.1299 11.5691 -13.0805
H17 -12.3144 10.3331 -14.9910
H18 -12.1071 7.7786 -14.9192
H19 -13.2621 6.6326 -12.9499
H20 -14.1588 7.9402 -11.0615
H21 -16.1396 9.2139 -12.5548
H22 -18.1686 7.8410 -12.3411
H23 -19.1701 7.4605 -10.2060
H24 -18.6673 9.0601 -8.3128
H25 -16.6155 10.6043 -8.5903

Löwdin atomic charge list, values in e, 6 entries: atom 1 (Sn): 1.401, atom 2 (S): 1.068, atom 3 (N): -0.204, atom 4 (C): -0.284, atom 5 (C): -0.082, atom 6 (C): 0.032

Record 3
An isolated molecule of C10H6N2. Source: OMol25; level of theory: ωB97M-V with the def2-TZVPD basis set.

## Properties
- orbital gap (eV) = 9.56
- molecular weight (g mol⁻¹) = 154.17
- total charge = 0
- energy relative to the best compared isomer or geometry (same formula, charge and spin) (kJ/mol) = 181.3

CARTESIAN COORDINATES (ANGSTROEM)
C1 -1.0683 2.2521 0.6510
C2 -0.4164 -2.1610 -0.4694
C3 0.2762 -2.0138 -1.6343
C4 -0.5972 -1.1411 0.4033
C5 0.9613 -0.8258 -1.8852
C6 -0.3032 1.1385 1.1949
C7 0.0101 0.0989 0.2083
C8 0.7885 0.2382 -0.9804
C9 1.4680 2.6806 -1.0904
C10 -0.1811 1.0385 2.5274
N1 -1.7732 3.0450 0.2007
N2 1.2324 1.5223 -1.2084
H1 -1.0140 -3.1555 -0.1960
H2 0.3567 -2.8090 -2.2479
H3 -1.1691 -1.3582 1.2342
H4 1.5405 -0.6149 -2.8469
H5 -0.4814 1.8424 3.1987
H6 0.3702 0.2229 2.9405

Löwdin atomic charge list, values in e, 6 entries: atom 1 (C): -0.203, atom 2 (C): -0.093, atom 3 (C): -0.078, atom 4 (C): -0.042, atom 5 (C): 0.011, atom 6 (C): -0.262

Record 4
A cluster of 2 separate species, C5H11NO2 in total. Source: OMol25; level of theory: ωB97M-V with the def2-TZVPD basis set.

## Properties
- orbital gap (eV) = 10.05
- SMILES string = C[C@H](O)C(N)=O.C=C
- molecular weight (g mol⁻¹) = 117.15
- total charge = 0
- energy relative to the best compared isomer or geometry (same formula, charge and spin) (kJ/mol) = 219.9

CARTESIAN COORDINATES (ANGSTROEM)
C1 -0.3900 -0.1637 1.3779
C2 0.8574 0.1634 0.2766
O1 0.6322 -0.2527 -1.0052
C3 2.0945 -0.5016 0.8888
N1 2.8432 -1.1946 0.0073
O2 2.4252 -0.3176 2.0441
H1 0.0736 0.1889 2.2985
H2 -1.3487 0.3525 1.3883
H3 -0.5143 -1.2486 1.4309
H4 0.9836 1.2566 0.3337
H5 -0.3710 -0.0176 -1.3078
H6 2.5445 -1.2603 -0.9519
H7 3.6957 -1.6272 0.3213
C4 -2.3788 1.1446 -0.6446
C5 -2.0177 0.3618 -1.6782
H8 -2.0131 2.1554 -0.5471
H9 -2.9773 0.7696 0.1712
H10 -1.6563 0.7978 -2.6015
H11 -2.4825 -0.6069 -1.8023

Löwdin atomic charge list, values in e, 6 entries: atom 1 (C): -0.006, atom 2 (C): -0.327, atom 3 (O): -0.096, atom 4 (C): -0.527, atom 5 (N): 0.177, atom 6 (O): 0.042